Entry from the OMol25 dataset: a molecular structure, C32H53CaN6O2PSSi (the ωB97M-V functional and the def2-TZVPD basis).

```
97
Properties=species:S:1:pos:R:3:forces:R:3:lowdin_charge:R:1
Ca 0.869 0.294 0.305 0.3 0.0 0.4 1.247
S 2.859 -1.110 2.746 0.0 0.1 -0.1 0.658
P 1.799 -1.191 -2.647 -0.1 0.1 0.3 0.536
Si -1.599 2.675 1.063 0.0 -0.2 0.0 0.350
O -0.161 -1.497 1.545 -0.3 -0.1 -0.1 -0.179
O 0.837 -1.080 -1.497 0.1 0.0 -0.1 -0.410
N -1.051 1.081 1.384 0.0 0.1 0.1 -0.202
N 3.858 1.297 3.460 0.0 0.0 0.1 -0.169
N 1.715 1.066 3.831 0.1 0.0 -0.1 0.048
N 3.328 -0.889 -2.133 0.1 -0.1 -0.1 -0.178
N 1.602 -0.090 -3.856 0.1 0.0 -0.1 -0.186
N 1.625 -2.693 -3.290 -0.1 0.1 -0.3 -0.178
C 0.603 -4.900 0.479 0.1 0.0 0.0 -0.086
C 0.755 -3.627 1.015 -0.1 0.0 0.0 -0.011
C 5.290 -1.589 -1.005 0.0 0.0 0.0 -0.161
C 5.520 -1.682 -2.511 0.0 0.0 0.0 -0.168
C 1.175 -4.085 -5.186 0.0 0.0 0.0 -0.156
C 1.939 2.486 4.072 0.0 0.0 -0.1 -0.123
C 0.865 2.167 -4.181 0.0 0.0 0.0 -0.159
C 4.470 -0.719 -3.051 0.0 0.0 0.0 -0.193
C -1.571 -3.168 0.537 0.1 0.0 0.0 0.000
C -0.338 -2.777 1.043 0.0 0.1 0.0 -0.290
C -1.501 0.290 2.405 -0.1 0.0 0.1 -0.355
C 0.321 -0.108 -4.587 0.0 0.0 0.0 -0.188
C -1.706 -4.442 0.007 0.0 0.0 0.0 -0.079
C -2.404 0.688 3.419 0.0 0.0 0.0 -0.050
C 2.185 -3.076 -4.595 0.0 0.0 0.1 -0.180
C -1.069 -1.051 2.527 0.1 -0.1 -0.2 -0.234
C -0.330 1.217 -4.210 0.0 0.0 0.0 -0.166
C -2.356 -1.470 4.502 0.0 0.0 0.0 -0.105
C -0.046 -4.015 -4.260 0.0 0.0 0.0 -0.165
C 2.821 0.457 3.350 0.0 0.0 0.1 -0.832
C -0.623 -5.312 -0.021 0.0 0.0 0.0 -0.109
C 2.757 1.923 0.257 0.1 0.1 -0.2 -0.302
C 3.768 -1.557 -0.886 0.0 0.0 0.0 -0.199
C -0.737 3.198 -0.526 0.0 0.0 0.0 -0.177
C -2.820 -0.164 4.430 0.0 0.0 0.0 -0.106
C -3.450 2.815 0.743 0.0 0.0 -0.1 -0.177
C 5.219 1.023 3.084 0.0 0.1 0.0 -0.055
C 1.994 1.320 -3.581 -0.1 0.0 0.0 -0.168
C -1.146 3.930 2.396 0.0 0.1 -0.1 -0.168
C 0.565 -3.638 -2.918 0.1 0.0 0.1 -0.186
C 3.471 2.580 4.028 0.0 -0.1 0.0 -0.114
C -1.464 -1.909 3.532 0.0 0.1 0.1 -0.022
H -1.069 -2.917 3.553 0.0 0.0 0.0 0.124
H 1.490 3.088 3.283 0.0 0.0 0.0 0.084
H 3.451 -1.000 -0.005 0.0 0.0 0.0 0.036
H 2.622 2.794 -0.407 0.0 0.0 0.0 -0.077
H 3.170 -3.538 -4.476 0.0 0.0 0.0 0.107
H -2.666 -4.755 -0.386 0.0 0.0 0.0 0.105
H 0.933 -3.852 -6.222 0.0 0.0 0.0 0.105
H -2.794 1.698 3.396 0.0 0.0 0.0 0.078
H -3.689 3.838 0.435 0.0 0.0 0.0 0.026
H 6.531 -1.415 -2.818 0.0 0.0 0.0 0.111
H 4.182 -0.917 -4.083 0.0 0.0 0.0 0.104
H 5.728 -2.408 -0.436 0.0 0.0 0.0 0.113
H -0.774 1.127 -3.215 0.0 0.0 0.0 0.099
H 5.874 1.042 3.959 0.0 0.0 0.0 0.091
H 2.092 1.488 -2.505 0.0 0.0 0.0 0.089
H 2.960 1.539 -4.037 0.0 0.0 0.0 0.108
H -1.041 4.207 -0.817 0.0 0.0 0.0 0.036
H -0.278 -0.973 -4.299 0.0 0.0 0.0 0.103
H 3.355 -2.572 -0.830 0.0 0.0 0.0 0.115
H 3.811 3.392 3.385 0.0 0.0 0.0 0.120
H 0.686 3.068 -3.596 0.0 0.0 0.0 0.107
H 0.353 3.199 -0.423 0.0 0.0 0.0 0.000
H -0.117 -3.186 -2.201 0.0 0.0 0.0 0.100
H 1.011 -4.518 -2.444 0.0 0.0 0.0 0.115
H -1.518 4.927 2.139 0.0 0.0 0.0 0.030
H 1.119 2.472 -5.198 0.0 0.0 0.0 0.110
H 1.451 -5.574 0.462 0.0 0.0 0.0 0.106
H -1.546 3.670 3.378 0.0 0.0 0.0 0.022
H 5.558 1.772 2.364 0.0 0.0 0.0 0.091
H -1.007 2.530 -1.352 0.0 0.0 0.0 0.013
H 1.697 -3.290 1.426 0.0 0.0 0.0 0.075
H 0.504 -0.165 -5.665 0.0 0.0 0.0 0.119
H 2.969 2.367 1.242 0.0 0.0 0.0 -0.083
H 0.806 0.668 3.653 -0.1 0.0 0.0 0.112
H 2.308 -2.192 -5.224 0.0 0.0 0.0 0.100
H 5.312 -2.696 -2.864 0.0 0.0 0.0 0.109
H 4.832 0.313 -2.995 0.0 0.0 0.0 0.115
H -3.745 2.147 -0.071 0.0 0.0 0.0 0.027
H -0.738 -6.310 -0.426 0.0 0.0 0.0 0.101
H -1.114 1.522 -4.902 0.0 0.0 0.0 0.114
H 3.713 1.475 -0.067 0.0 0.0 0.0 -0.070
H 1.531 2.794 5.033 0.0 0.0 0.0 0.119
H -2.403 -2.478 0.575 0.0 0.0 0.0 0.132
H -4.071 2.576 1.608 0.0 0.0 0.0 0.018
H -0.737 -3.235 -4.588 0.0 0.0 0.0 0.101
H -2.672 -2.134 5.296 0.0 0.0 0.0 0.094
H 5.704 -0.653 -0.622 0.0 0.0 0.0 0.113
H -3.519 0.204 5.172 0.0 0.0 0.0 0.098
H -0.059 4.001 2.479 -0.1 0.0 0.0 0.001
H 1.602 -5.088 -5.170 0.0 0.0 0.0 0.106
H 5.257 0.039 2.625 0.0 0.0 0.0 0.045
H 3.914 2.708 5.020 0.0 0.0 0.0 0.122
H -0.599 -4.954 -4.221 0.0 0.0 0.0 0.110
```
Forces are in eV/Å.

Its frontier orbital gap is 7.32 eV. For the energy above the lowest of the compared OMol25 structures with the same formula, charge and spin, the calculation gives 0.90 kcal per mole. The calculation puts the LUMO energy at 0.6 eV.